# 1
The molecule C16H26N2O2S, computed with ωB97M-V with the def2-TZVPD basis set.

Its frontier orbital gap is 9.49 eV. As for the SMILES: Cc1ccc(S(=O)(=O)NC2CC(C)(C)NC(C)(C)C2)cc1. The charge is 0. Its HOMO energy is -8.870 eV. The lowest unoccupied orbital energy comes out at 0.0228 hartree.

Cartesian coordinates (Å):
C (-0.92863, -5.29641, 0.57778)
C (-1.05213, -3.90020, 0.05038)
C (-2.01541, -3.03548, 0.56171)
C (-2.14394, -1.75002, 0.06537)
C (-1.30547, -1.32867, -0.94741)
C (-0.35119, -2.17307, -1.47874)
C (-0.22628, -3.45726, -0.97821)
H (0.51799, -4.12417, -1.38815)
H (0.26659, -1.81698, -2.28848)
S (-1.41263, 0.35451, -1.55489)
O (-1.04055, 0.35063, -2.93959)
O (-2.67713, 0.90435, -1.16235)
N (-0.23952, 1.20129, -0.76390)
H (0.71025, 0.95245, -0.99588)
C (-0.41001, 1.56300, 0.62190)
C (0.26392, 2.90622, 0.91140)
H (0.06258, 3.16501, 1.95214)
H (-0.17513, 3.67639, 0.27958)
C (1.78278, 2.83577, 0.66279)
N (2.20413, 1.44024, 0.60199)
H (3.21555, 1.38802, 0.55992)
C (1.69200, 0.42428, 1.51121)
C (0.15158, 0.52154, 1.59499)
H (-0.14734, 0.81310, 2.60299)
H (-0.29211, -0.45290, 1.38939)
C (2.09356, -0.92559, 0.89296)
H (1.70197, -1.74892, 1.48532)
H (3.17734, -1.01511, 0.85223)
H (1.70357, -1.01146, -0.11783)
C (2.29880, 0.48883, 2.92640)
H (3.38588, 0.51310, 2.87242)
H (1.95959, 1.36935, 3.46458)
H (2.00310, -0.38943, 3.49555)
C (2.11150, 3.44056, -0.71213)
H (1.89202, 4.50498, -0.71687)
H (1.52281, 2.96021, -1.48730)
H (3.16688, 3.30611, -0.94056)
C (2.53431, 3.65745, 1.72650)
H (2.23314, 4.70047, 1.66801)
H (3.60825, 3.60105, 1.55651)
H (2.32652, 3.30171, 2.73131)
H (-1.49158, 1.65648, 0.76007)
H (-2.88860, -1.06610, 0.44121)
H (-2.66811, -3.37385, 1.35322)
H (-1.20497, -5.34148, 1.62846)
H (-1.59656, -5.95864, 0.02657)
H (0.08594, -5.66889, 0.46008)

The computed Mulliken charges, all in e, follow: -1.55, 0.85, -0.54, -0.47, 0.09, -0.64, -0.62, 0.39, 0.50, 1.28, -0.73, -0.71, -0.30, 0.43, -0.17, -1.84, 0.44, 0.49, 1.51, -0.47, 0.54, 1.69, -1.09, 0.46, 0.12, -1.70, 0.41, 0.47, 0.28, -2.00, 0.35, 0.42, 0.47, -1.75, 0.44, 0.37, 0.41, -1.79, 0.43, 0.38, 0.35, 0.85, 0.49, 0.40, 0.38, 0.32, 0.38

***

# 2
The molecule C6H9P, computed with ωB97M-V with the def2-TZVPD basis set.

Its frontier orbital gap is 8.71 eV. The charge is 0. Its HOMO energy is -7.796 eV. The lowest unoccupied orbital energy comes out at 0.0336 hartree.

Cartesian coordinates (Å):
C (-0.15884, 1.60042, 0.32819)
C (1.06374, 1.30796, 0.75727)
C (-1.21297, -0.64776, 0.31169)
C (0.92298, -1.42516, 0.68729)
C (0.28793, -0.00654, -1.47054)
C (-0.77796, 0.52470, -0.54284)
P (1.66249, -0.07618, -0.24577)
H (-0.93007, 2.27676, 0.89153)
H (1.50619, 1.85386, 1.51783)
H (-1.72762, -1.40820, -0.28813)
H (-1.52368, -0.57237, 1.44623)
H (1.17881, -1.68916, 1.70171)
H (0.87097, -2.30657, 0.04641)
H (0.11738, -1.07337, -1.76686)
H (0.41336, 0.74075, -2.32427)
H (-1.69270, 0.90085, -1.04971)

The computed Mulliken charges, all in e, follow: -0.56, -0.29, -0.98, -0.69, -0.79, 0.36, -0.18, 0.27, 0.53, 0.32, 0.28, 0.36, 0.30, 0.35, 0.33, 0.38

***

# 3
The molecule C5H11NO2, computed with ωB97M-V with the def2-TZVPD basis set.

Its frontier orbital gap is 7.19 eV. The charge is 0. Its HOMO energy is -8.187 eV. The lowest unoccupied orbital energy comes out at -0.0366 hartree.

Cartesian coordinates (Å):
O (0.42945, 1.91041, 1.03646)
C (0.16769, 1.65354, -0.29132)
C (0.17904, 0.31506, -0.84108)
C (-1.13073, -0.33057, -1.16349)
C (-2.04071, -0.55734, 0.05976)
N (1.29226, -0.52892, -0.58458)
C (1.71788, -0.97740, 0.75884)
O (2.19098, -0.01319, 1.64732)
H (0.30406, 2.49628, -0.97461)
H (-0.78531, 1.55633, 0.41730)
H (-0.95927, -1.28282, -1.66501)
H (-1.67234, 0.27284, -1.90095)
H (-1.48501, -1.09061, 0.82815)
H (-2.35748, 0.40201, 0.46741)
H (-2.89345, -1.18611, -0.19334)
H (2.08740, -0.14808, -1.08168)
H (2.52964, -1.68654, 0.60946)
H (0.87277, -1.51848, 1.20345)
H (1.55314, 0.71359, 1.66790)

The computed Mulliken charges, all in e, follow: -0.64, -0.26, 0.18, -0.54, -1.09, -0.21, -0.39, -0.54, 0.31, 0.31, 0.33, 0.29, 0.25, 0.41, 0.35, 0.29, 0.32, 0.23, 0.39

***

# 4
A structure of composition C58H56N8O3PbS2Te, computed with ωB97M-V with the def2-TZVPD basis set.

Its frontier orbital gap (alpha / beta) is 4.03 / 6.24 eV. The charge is -1. Its HOMO energy (alpha / beta) is -2.046 / -4.259 eV. The lowest unoccupied orbital energy (alpha / beta) comes out at 0.0729 / 0.0728 hartree. The spin multiplicity is 2.

Cartesian coordinates (Å):
Pb (1.39184, 0.87038, 0.74642)
C (3.85064, 2.35495, 5.15214)
C (4.68249, 1.52887, 4.17687)
N (4.78485, 2.14103, 2.87403)
C (5.28340, 3.49804, 2.78091)
C (4.16619, 4.50953, 2.53909)
C (4.34950, 1.56472, 1.74854)
S (3.70495, -0.03977, 1.80067)
N (4.63905, 2.15033, 0.61180)
C (3.92033, 2.45428, -0.43608)
O (2.67258, 2.61370, -0.44269)
C (4.68441, 2.72853, -1.67884)
C (3.97823, 2.82602, -2.87290)
C (4.64545, 3.03512, -4.06328)
C (6.02445, 3.17234, -4.06753)
C (6.73185, 3.09839, -2.87630)
C (6.06862, 2.86785, -1.68399)
H (3.71015, 1.80236, 6.07786)
H (2.87851, 2.55578, 4.71023)
H (4.33312, 3.29954, 5.39350)
H (4.21569, 0.55277, 4.03366)
H (5.69343, 1.36892, 4.57669)
H (5.98917, 3.54125, 1.94569)
H (5.82298, 3.71959, 3.70305)
H (3.63907, 4.25801, 1.62357)
H (4.58140, 5.51017, 2.44297)
H (3.44660, 4.49286, 3.35092)
H (2.90441, 2.72314, -2.83992)
H (4.09494, 3.08231, -4.99179)
H (6.55481, 3.33370, -4.99759)
H (7.80900, 3.20523, -2.89014)
H (6.60680, 2.77233, -0.75143)
C (-2.59982, -2.39512, -12.50352)
O (-1.32033, -2.11545, -12.00328)
C (-1.20981, -1.76133, -10.67759)
C (-2.27802, -1.53117, -9.81781)
C (-2.04808, -1.20613, -8.49303)
C (-0.74561, -1.11646, -7.98359)
C (0.32262, -1.33964, -8.87095)
C (0.09635, -1.64849, -10.18683)
C (-0.44557, -0.83075, -6.60951)
N (0.76481, -0.91465, -6.07772)
C (0.63200, -0.59804, -4.76811)
C (-0.70228, -0.29401, -4.47869)
N (-1.37441, -0.45281, -5.66033)
C (-1.13652, 0.12262, -3.20238)
C (-2.42868, 0.53620, -2.90051)
C (-2.71546, 0.99498, -1.62536)
C (-1.69755, 0.98496, -0.67485)
N (-0.47724, 0.56861, -0.91242)
C (-0.13531, 0.15180, -2.16729)
C (1.20618, -0.21517, -2.42540)
N (2.10546, -0.22405, -1.39266)
C (3.36777, -0.52710, -1.64935)
C (3.86064, -0.82397, -2.90793)
C (2.97060, -0.84954, -3.98124)
C (1.63550, -0.56121, -3.74783)
H (-2.45133, -2.71345, -13.53526)
H (-3.24714, -1.50991, -12.49200)
H (-3.08182, -3.20218, -11.93883)
H (-3.29876, -1.60705, -10.16577)
H (-2.90247, -1.03409, -7.85162)
H (1.32412, -1.26012, -8.48002)
H (0.91131, -1.82214, -10.87265)
H (-2.35831, -0.30895, -5.80644)
H (-3.20202, 0.50750, -3.65746)
H (-3.69605, 1.35376, -1.36728)
H (-1.89087, 1.32141, 0.33573)
H (4.02799, -0.53635, -0.79200)
H (4.90936, -1.03581, -3.04643)
H (3.29744, -1.09563, -4.98148)
C (-0.57534, -6.29621, 5.93281)
C (-0.71035, -4.86964, 5.48480)
C (-1.33319, -3.93137, 6.29559)
C (-1.49430, -2.61323, 5.89143)
C (-2.20948, -1.65434, 6.79307)
C (-1.01310, -2.21826, 4.64131)
Te (-1.54412, -0.23473, 3.99213)
N (0.10298, 0.44902, 3.03517)
C (0.61540, 1.51733, 3.59503)
O (1.43555, 2.27212, 3.02924)
C (0.17862, 1.86002, 4.99316)
C (0.59614, 1.10200, 6.08131)
C (0.13041, 1.40016, 7.35144)
C (-0.77189, 2.43443, 7.53890)
C (-1.17579, 3.20179, 6.45967)
C (-0.68243, 2.93142, 5.19543)
C (-4.44919, -0.29895, 2.50490)
C (-3.52008, -1.54587, 0.50442)
C (-2.42835, -2.52637, 0.18220)
C (-4.55120, -1.41059, -0.38575)
C (-5.61798, -0.50572, -0.40845)
C (-6.46826, -0.46401, -1.65235)
C (-5.97911, 0.33077, 0.62758)
C (-5.53780, 0.36882, 1.95131)
C (-6.34614, 1.24053, 2.87561)
C (-0.32995, -3.12759, 3.83689)
C (0.30318, -2.74501, 2.53877)
C (-0.19825, -4.44431, 4.27092)
H (-1.39056, -6.57003, 6.59940)
H (0.36374, -6.43651, 6.46917)
H (-0.57832, -6.97114, 5.08030)
H (-1.72497, -4.23902, 7.25629)
H (-2.15836, -1.98302, 7.82941)
H (-3.26033, -1.58573, 6.50936)
H (-1.77645, -0.65504, 6.71975)
H (1.29507, 0.29126, 5.92678)
H (0.46690, 0.81901, 8.19911)
H (-1.15061, 2.64839, 8.52915)
H (-1.87718, 4.00923, 6.61640)
H (-0.96934, 3.54393, 4.35332)
H (-1.49053, -1.99330, 0.03902)
H (-2.65546, -3.09642, -0.71663)
H (-2.29127, -3.20749, 1.02332)
H (-4.48766, -2.05091, -1.25918)
H (-5.99277, -1.00495, -2.46707)
H (-6.63658, 0.56491, -1.96978)
H (-7.44299, -0.91865, -1.46115)
H (-6.81880, 0.98530, 0.41850)
H (-6.90751, 1.98523, 2.31247)
H (-5.69488, 1.73125, 3.59494)
H (-7.04685, 0.63059, 3.44465)
H (0.07696, -1.71523, 2.28041)
H (-0.04919, -3.40046, 1.74496)
H (1.38525, -2.86173, 2.61055)
H (0.31586, -5.15064, 3.63264)
S (-4.32688, -0.41657, 4.21294)
C (-3.33034, -0.86497, 1.75848)
N (-2.11956, -0.91286, 2.22950)

Mulliken atomic charge list, values in e, 99 entries: 1.01, -0.83, -0.65, 0.20, -0.90, -0.80, 0.71, -0.71, -0.30, 0.34, -0.98, 0.49, -0.57, -0.66, -0.40, -0.69, -0.11, 0.42, -0.02, 0.42, 0.29, 0.31, 0.38, 0.50, 0.10, 0.45, 0.22, 0.36, 0.41, 0.39, 0.39, 0.44, -0.82, -0.46, 0.91, -0.48, -0.79, 0.30, -0.61, -0.54, 0.10, -0.85, 1.05, -0.09, -0.05, 0.73, -0.74, -1.16, -0.71, 0.34, -0.23, -0.51, 0.25, -0.26, -1.14, -0.69, 0.37, 0.24, 0.31, 0.34, 0.36, 0.26, 0.49, 0.41, 0.19, 0.32, 0.66, 0.50, 0.42, 0.45, 0.53, -1.60, 0.84, -0.95, 0.70, -1.67, 0.44, 0.57, -0.15, 1.28, -0.75, -1.20, 0.66, -1.18, -0.33, -0.90, 0.04, 0.49, 0.98, -1.67, -0.42, 1.21, -2.21, -0.81, 0.88, -2.11, 1.08, -0.52, -1.14

***

# 5
A cluster of 12 separate species, H24O12 in total, computed with ωB97M-V with the def2-TZVPD basis set.

Its frontier orbital gap is 10.63 eV. As for the SMILES: O.O.O.O.O.O.O.O.O.O.O.O. The charge is 0. Its HOMO energy is -10.711 eV. The lowest unoccupied orbital energy comes out at -0.0029 hartree.

Cartesian coordinates (Å):
O (2.12490, 0.03041, -1.53251)
H (3.02484, 0.35919, -1.44712)
H (1.57360, 0.82738, -1.62906)
O (1.02926, 1.96936, 2.01292)
H (1.31411, 1.03788, 2.11207)
H (1.84154, 2.48126, 2.07086)
O (-1.11049, 3.38602, -0.95030)
H (-1.74320, 2.72747, -1.29409)
H (-1.09271, 3.25575, 0.00468)
O (-2.42773, -0.78552, -2.97874)
H (-3.13183, -1.07935, -2.39035)
H (-1.61427, -0.75093, -2.42242)
O (1.89602, -0.69223, 2.24224)
H (2.76178, -0.96650, 2.56017)
H (1.39855, -1.52844, 2.13236)
O (-0.68980, -0.12027, 3.81451)
H (-0.14604, 0.60618, 4.13694)
H (-0.12160, -0.57723, 3.18623)
O (1.38843, 2.71905, -2.14555)
H (0.52209, 3.12160, -1.94206)
H (2.03034, 3.26580, -1.68198)
O (2.37138, -2.64928, -0.74186)
H (2.21240, -1.69820, -0.90193)
H (1.64017, -2.92966, -0.17683)
O (-3.02283, 1.89630, -2.38854)
H (-3.47873, 2.26411, -3.15165)
H (-2.69921, 1.02161, -2.69665)
O (-2.00615, -2.24893, 1.64729)
H (-2.37664, -1.40699, 1.35117)
H (-2.36133, -2.90439, 1.03091)
O (0.64127, -3.09129, 1.69017)
H (-0.32473, -3.05320, 1.51194)
H (0.85078, -4.01810, 1.85184)
O (-0.40111, -0.28361, -1.17036)
H (-0.15490, 0.63033, -0.96852)
H (0.28183, -0.81560, -0.74578)

The computed Mulliken charges, all in e, follow: -0.58, 0.23, 0.31, -0.59, 0.35, 0.30, -0.70, 0.36, 0.34, -0.70, 0.32, 0.44, -0.60, 0.28, 0.35, -0.63, 0.31, 0.27, -0.68, 0.38, 0.29, -0.62, 0.38, 0.37, -0.69, 0.30, 0.39, -0.66, 0.30, 0.30, -0.65, 0.34, 0.30, -0.56, 0.21, 0.23

***

# 6
A structure of composition C6H13F2N2, computed with ωB97M-V with the def2-TZVPD basis set.

Its frontier orbital gap (alpha / beta) is 10.22 / 4.31 eV. The charge is +1. Its HOMO energy (alpha / beta) is -13.235 / -10.139 eV. The lowest unoccupied orbital energy (alpha / beta) comes out at -0.1110 / -0.2142 hartree.

Cartesian coordinates (Å):
C (1.95514, 0.25625, -0.28272)
C (2.17241, 1.46552, 0.03791)
C (2.49108, 2.82946, 0.22589)
C (0.72912, -0.44969, -0.74344)
C (0.16740, -1.30676, 0.40483)
C (-1.82901, 1.09250, -0.25057)
N (-2.88142, 0.07889, -0.21343)
N (-1.23945, -1.83548, 0.20243)
F (-1.30054, 1.37898, 1.03473)
F (-2.39614, 2.32590, -0.63636)
H (2.78810, -0.27330, -0.02355)
H (2.44742, 2.99192, 1.30188)
H (3.54438, 3.16082, -0.08108)
H (1.77209, 3.46231, -0.38508)
H (0.92567, -1.00607, -1.65915)
H (-0.16147, 0.33419, -0.90600)
H (-0.00889, -0.65476, 1.32803)
H (0.84718, -2.20528, 0.49522)
H (-3.36974, 0.10304, -1.05537)
H (-3.58018, 0.26516, 0.64457)
H (-2.01973, -0.95749, -0.05989)
H (-1.30146, -2.33183, 1.12768)
H (-1.17182, -2.45420, -0.63403)

The computed Mulliken charges, all in e, follow: -0.76, 0.16, -0.98, 0.26, -0.85, 0.13, -0.50, -0.32, -0.21, -0.26, 0.42, 0.32, 0.31, 0.25, 0.43, 0.04, 0.33, 0.46, 0.27, 0.34, 0.43, 0.38, 0.35

***

Summary of energy relative to the best compared isomer or geometry (same formula, charge and spin) in kcal per mole
0.0 63.5 144.0 50.1 19.6 158.3
(order as listed above)
Summary of F_max in eV/Å
1.1 3.6 1.8 1.5 0.8 4.5
(order as listed above)